Record 1
The following is a DFT calculation (wB97M-V/def2-TZVPD) of a structure of composition C25H48Cl3N4O3SScSi in a non-equilibrium geometry.

## Properties
net charge	0
Kohn-Sham gap	8.36	eV
calculated total energy	-115795.969	eV
energy relative to the best compared isomer or geometry (same formula, charge and spin)	0.488	eV

Each line ends with the Mulliken charge.
Cartesian coordinates (Å):
C (-2.53, 1.92, -3.89)  -1.307
C (-1.43, 1.60, -4.85)  0.227
H (-2.62, 3.01, -3.72)  0.363
H (-2.33, 1.41, -2.94)  0.060
H (-3.50, 1.58, -4.27)  0.321
C (-1.26, 2.30, -6.01)  0.041
C (-2.13, 3.44, -6.40)  -1.412
H (-0.50, 2.02, -6.73)  0.345
H (-2.25, 4.19, -5.60)  0.299
H (-3.14, 3.10, -6.70)  0.298
H (-1.70, 3.95, -7.28)  0.369
Sc (-1.50, -0.65, 0.86)  0.280
Cl (-2.45, -2.64, 1.72)  -0.502
Cl (-1.91, -0.82, -1.44)  -0.285
C (0.68, -2.82, 0.59)  0.040
O (0.40, -1.64, 0.95)  -0.381
N (1.93, -3.26, 0.51)  0.297
C (3.03, -2.39, 0.91)  -0.796
C (2.20, -4.45, -0.29)  -0.850
H (-0.13, -3.52, 0.35)  0.384
H (2.86, -1.97, 1.90)  0.256
H (3.16, -1.58, 0.18)  0.161
H (3.94, -3.01, 0.92)  0.374
H (1.40, -5.17, -0.12)  0.339
H (3.17, -4.86, 0.00)  0.300
H (2.22, -4.19, -1.36)  0.304
H (-2.44, 3.62, 3.29)  0.316
H (-0.86, 3.22, 0.45)  0.269
C (-1.38, 3.88, 3.40)  -0.924
C (-0.18, 3.56, 1.24)  -0.919
N (-0.56, 3.02, 2.55)  0.190
H (-1.07, 3.73, 4.44)  0.313
C (-0.57, 1.70, 2.75)  -0.178
O (-0.26, 0.85, 1.88)  -0.018
H (0.85, 3.28, 0.99)  0.294
H (-0.94, 1.37, 3.73)  0.393
H (-1.21, 4.92, 3.10)  0.344
H (-0.24, 4.65, 1.32)  0.431
O (0.06, 0.83, -3.22)  -0.169
C (-0.51, 0.46, -4.46)  0.300
C (1.53, 1.01, -5.90)  -0.366
C (0.54, 0.10, -5.51)  0.239
H (1.56, 2.00, -5.45)  0.775
C (2.47, 0.64, -6.87)  -0.912
H (-1.16, -0.39, -4.24)  0.386
C (0.46, -1.15, -6.13)  -0.308
H (3.28, 1.33, -7.13)  0.385
C (2.39, -0.62, -7.49)  -0.450
C (1.36, -1.50, -7.13)  -0.650
H (-0.33, -1.83, -5.81)  0.380
H (3.13, -0.92, -8.23)  0.373
H (1.29, -2.48, -7.62)  0.381
Si (1.45, 0.40, -2.41)  0.158
Cl (-3.27, 0.97, 1.43)  -0.526
C (2.81, 1.55, -2.99)  -1.251
C (1.92, -1.38, -2.69)  -0.774
C (1.20, 0.82, -0.63)  0.464
H (3.17, 1.31, -4.00)  0.347
H (3.65, 1.48, -2.28)  0.399
H (2.44, 2.59, -2.98)  0.264
H (0.72, 1.79, -0.49)  -0.243
H (2.13, 0.77, -0.05)  0.387
H (0.53, 0.03, -0.26)  -0.649
H (2.12, -1.58, -3.75)  0.453
H (1.13, -2.08, -2.36)  0.166
H (2.83, -1.61, -2.13)  0.398
C (-2.90, -2.58, 5.19)  -1.018
N (-2.17, -1.94, 6.29)  0.124
C (-3.07, -1.35, 7.29)  -1.162
C (-0.97, -1.35, 6.01)  -0.184
S (-0.31, -1.36, 4.46)  -0.070
N (-0.36, -0.66, 7.04)  0.133
C (-0.26, -1.30, 8.36)  -1.103
C (0.84, 0.07, 6.64)  -0.774
H (-3.75, -3.11, 5.63)  0.342
H (-2.24, -3.26, 4.65)  0.357
H (-3.27, -1.84, 4.46)  0.339
H (-3.46, -2.16, 7.91)  0.309
H (-2.54, -0.62, 7.89)  0.495
H (-3.91, -0.85, 6.79)  0.333
H (0.33, -2.23, 8.34)  0.266
H (0.24, -0.59, 9.03)  0.423
H (-1.24, -1.52, 8.80)  0.379
H (1.59, -0.62, 6.23)  0.392
H (0.57, 0.78, 5.85)  0.122
H (1.23, 0.61, 7.49)  0.306


Record 2
The following is a DFT calculation (wB97M-V/def2-TZVPD) of a cluster of 3 separate species, C25H48ClN2O17PS in total in a non-equilibrium geometry.

## Properties
net charge	0
Kohn-Sham gap	8.37	eV
calculated total energy	-97132.620	eV
energy relative to the best compared isomer or geometry (same formula, charge and spin)	0.888	eV

Each line ends with the Mulliken charge.
Cartesian coordinates (Å):
C (1.24, 1.87, 3.01)  -1.746
C (0.80, 1.95, 1.53)  -0.005
C (1.03, 0.61, 0.80)  1.466
C (2.53, 0.28, 0.72)  -1.653
C (0.15, 0.30, -0.48)  0.940
N (1.06, 0.25, -1.67)  2.498
C (1.69, 1.44, -2.22)  0.440
C (2.75, 2.28, -1.55)  -1.462
O (1.33, 1.82, -3.33)  -0.529
C (1.71, -0.84, -2.36)  0.470
C (1.43, -1.04, -3.85)  -2.113
O (2.66, -1.47, -1.90)  -0.617
C (-0.59, -1.06, -0.16)  0.542
C (0.43, -2.17, 0.23)  -1.796
C (-1.54, -1.10, 1.08)  -1.553
O (-1.48, -0.03, 2.04)  0.531
C (-2.70, 0.12, 2.71)  -0.835
O (-3.22, -1.07, 3.26)  -0.341
C (-4.61, -1.20, 3.04)  -0.721
C (-4.96, -2.06, 1.83)  -0.166
O (-5.25, -1.20, 0.73)  -0.453
C (-1.40, -1.61, -1.42)  -0.194
N (-2.61, -2.27, -1.03)  -0.153
Cl (-0.52, -2.94, -2.35)  -0.200
S (-2.00, -0.32, -2.64)  1.429
O (-1.65, -0.80, -3.94)  -0.766
O (-3.42, -0.20, -2.49)  -0.751
O (-1.33, 1.06, -2.32)  -0.260
C (-0.95, 1.33, -0.91)  -0.106
C (-2.32, 1.41, -0.20)  -0.186
C (-3.35, 2.32, -0.89)  -1.897
O (-3.81, 3.34, 0.02)  -0.542
P (-0.38, 3.20, -1.01)  -0.193
O (-0.86, 3.79, -2.47)  -0.466
O (-1.13, 3.96, 0.24)  -0.446
H (2.30, 2.07, 3.07)  0.389
H (0.68, 2.64, 3.53)  0.592
H (1.04, 0.90, 3.45)  0.188
H (-0.28, 2.08, 1.55)  -0.121
H (1.32, 2.79, 1.09)  0.394
H (0.77, -0.04, 1.63)  -0.525
H (3.01, 0.27, -0.24)  0.179
H (3.06, 1.02, 1.32)  0.486
H (2.78, -0.67, 1.19)  0.290
H (3.65, 1.69, -1.38)  0.434
H (3.04, 3.10, -2.19)  0.484
H (2.46, 2.69, -0.59)  0.119
H (2.39, -0.80, -4.32)  0.371
H (1.24, -2.08, -4.07)  0.494
H (0.72, -0.34, -4.25)  0.347
H (-0.14, -3.09, 0.34)  0.700
H (0.83, -2.00, 1.22)  0.361
H (1.25, -2.37, -0.44)  0.099
H (-1.42, -2.01, 1.65)  0.942
H (-2.58, -1.13, 0.79)  -0.537
H (-3.41, 0.63, 2.06)  0.457
H (-2.49, 0.79, 3.55)  0.292
H (-5.05, -1.62, 3.94)  0.449
H (-5.11, -0.24, 2.88)  0.366
H (-5.81, -2.68, 2.06)  0.541
H (-4.07, -2.65, 1.57)  -0.003
H (-5.96, -1.56, 0.22)  0.250
H (-3.06, -2.64, -1.85)  0.332
H (-2.39, -3.02, -0.38)  0.299
H (-2.86, 0.47, -0.11)  0.346
H (-2.23, 1.78, 0.81)  0.841
H (-4.23, 1.74, -1.14)  0.758
H (-3.01, 2.74, -1.83)  0.078
H (-4.74, 3.46, -0.15)  0.385
H (-1.74, 4.19, -2.42)  0.385
H (-1.58, 4.77, -0.01)  0.375
C (4.56, -3.24, -5.11)  -0.402
O (4.83, -3.08, -6.50)  -0.329
C (5.73, -2.13, -6.78)  0.795
O (6.29, -1.44, -5.97)  -0.543
O (5.89, -2.08, -8.10)  -0.327
C (6.82, -1.10, -8.54)  -0.630
H (3.82, -4.04, -5.02)  0.232
H (5.46, -3.54, -4.57)  0.327
H (4.15, -2.33, -4.69)  0.091
H (7.81, -1.31, -8.13)  0.291
H (6.50, -0.10, -8.25)  0.295
H (6.86, -1.17, -9.62)  0.215
C (-0.76, 2.15, 8.71)  -0.668
O (-0.54, 1.72, 7.37)  -0.277
C (-0.48, 0.40, 7.22)  0.672
O (-0.60, -0.42, 8.10)  -0.557
O (-0.27, 0.14, 5.93)  -0.128
C (-0.19, -1.26, 5.62)  -0.453
H (-0.79, 3.23, 8.69)  0.224
H (-1.71, 1.77, 9.09)  0.289
H (0.05, 1.82, 9.36)  0.294
H (-1.13, -1.75, 5.86)  0.334
H (0.63, -1.74, 6.16)  0.396
H (-0.02, -1.34, 4.55)  -0.145


Record 3
The following is a DFT calculation (wB97M-V/def2-TZVPD) of a structure of composition C25H48IrP4Se in a non-equilibrium geometry.

## Properties
net charge	+4
Kohn-Sham gap (alpha / beta)	6.08 / 4.41	eV
calculated total energy	-132000.440	eV
energy relative to the best compared isomer or geometry (same formula, charge and spin)	0.304	eV
spin multiplicity	6
<S²>	8.79

Each line ends with the Mulliken spin population.
Cartesian coordinates (Å):
Ir (0.02, -0.67, 0.20)  1.675
P (-1.47, -2.38, 0.52)  -0.004
P (1.69, -0.82, 1.84)  0.075
P (1.37, -1.61, -1.43)  0.165
H (-2.18, 1.64, -2.62)  0.001
C (-2.19, 0.57, -2.85)  -0.013
C (-1.82, -0.40, -2.01)  0.336
H (-1.12, -0.13, -1.16)  -0.013
C (-3.04, -1.79, 1.22)  0.079
C (-0.84, -3.63, 1.70)  0.046
C (-2.05, -3.46, -0.85)  0.052
C (3.06, 0.38, 1.58)  0.066
C (1.31, -0.47, 3.60)  0.039
C (2.59, -2.40, 2.06)  0.042
C (0.70, -1.54, -3.13)  0.033
C (1.67, -3.39, -1.17)  0.051
C (3.01, -0.86, -1.68)  0.063
H (-2.59, 0.29, -3.82)  0.009
H (-2.14, -1.41, -2.24)  -0.017
H (-3.33, -0.85, 0.73)  -0.005
H (-2.95, -1.60, 2.29)  0.004
H (-3.84, -2.52, 1.04)  0.008
H (-0.44, -3.16, 2.60)  0.001
H (-0.07, -4.24, 1.23)  0.000
H (-1.67, -4.29, 1.99)  0.004
H (-2.41, -2.91, -1.70)  -0.004
H (-2.88, -4.06, -0.46)  0.007
H (-1.26, -4.15, -1.18)  -0.006
H (3.85, 0.18, 2.32)  0.006
H (2.70, 1.40, 1.72)  -0.004
H (3.48, 0.28, 0.58)  -0.011
H (2.24, -0.38, 4.18)  0.006
H (0.72, -1.29, 4.03)  -0.002
H (0.74, 0.46, 3.70)  0.007
H (3.23, -2.32, 2.96)  0.004
H (3.25, -2.61, 1.21)  -0.004
H (1.90, -3.23, 2.21)  0.001
H (1.42, -1.99, -3.83)  0.003
H (0.53, -0.49, -3.41)  -0.009
H (-0.27, -2.05, -3.20)  -0.003
H (2.19, -3.78, -2.06)  0.009
H (0.73, -3.93, -1.04)  -0.012
H (2.30, -3.56, -0.28)  0.001
H (3.43, -1.27, -2.61)  0.004
H (3.71, -1.08, -0.86)  0.000
H (2.92, 0.23, -1.79)  -0.025
C (2.26, 3.73, -3.28)  0.191
C (1.11, 2.92, -3.19)  0.015
C (0.45, 2.51, -4.35)  0.011
C (0.91, 2.92, -5.61)  0.153
C (2.06, 3.73, -5.69)  0.000
C (2.73, 4.13, -4.54)  0.043
Se (3.17, 4.26, -1.71)  0.559
H (3.30, 2.88, -1.21)  0.001
H (0.76, 2.61, -2.21)  0.033
H (-0.42, 1.86, -4.29)  0.013
H (0.40, 2.60, -6.52)  0.001
H (2.44, 4.04, -6.67)  0.003
H (3.63, 4.74, -4.60)  -0.003
C (0.20, 2.45, 1.39)  0.082
P (-1.04, 1.14, 1.20)  0.269
C (-2.31, 1.88, 0.12)  0.040
C (-1.90, 1.13, 2.85)  0.008
C (-1.84, 0.01, 3.70)  0.078
C (-2.47, 0.06, 4.95)  0.115
C (-3.20, 1.18, 5.33)  0.107
C (-3.32, 2.27, 4.47)  0.246
C (-2.67, 2.25, 3.23)  0.240
H (0.90, 2.39, 0.55)  -0.047
H (0.74, 2.35, 2.34)  0.003
H (-0.29, 3.43, 1.39)  0.006
H (-1.88, 2.69, -0.48)  0.001
H (-3.14, 2.25, 0.73)  0.000
H (-2.72, 1.14, -0.58)  0.003
H (-1.30, -0.89, 3.39)  0.158
H (-2.38, -0.82, 5.60)  -0.002
H (-3.69, 1.20, 6.31)  0.007
H (-3.92, 3.14, 4.74)  -0.009
H (-2.78, 3.11, 2.56)  0.012


Record 4
The following is a DFT calculation (wB97M-V/def2-TZVPD) of a cluster of 2 separate species, C25H48N3O5S in total in a non-equilibrium geometry.

## Properties
net charge	-1
Kohn-Sham gap	1.35	eV
calculated total energy	-52224.396	eV

Each line ends with the Mulliken charge.
Cartesian coordinates (Å):
C (-0.93, 6.70, 2.40)  -0.788
C (-0.93, 7.34, 0.86)  -0.396
C (-2.44, 7.42, 0.23)  -0.500
C (-2.93, 6.10, -0.61)  -0.593
C (-2.11, 4.72, -0.29)  -0.253
C (-2.58, 3.61, -1.45)  -0.723
C (-1.71, 2.23, -1.27)  0.029
C (-1.85, 1.15, -2.49)  -0.363
C (-0.56, 1.04, -3.49)  -0.874
C (0.90, 0.87, -2.76)  -0.534
C (1.12, -0.53, -1.95)  -0.272
C (1.15, -0.38, -0.30)  0.380
C (0.43, -1.73, 0.30)  -0.606
O (-0.98, -1.91, -0.13)  -0.258
C (-1.21, -3.23, -0.72)  -0.295
C (-0.94, -4.50, 0.27)  -0.279
C (-1.78, -5.88, -0.17)  -0.781
O (0.43, -1.83, 1.77)  -0.327
C (1.36, -0.88, 2.40)  0.512
C (1.48, -1.33, 3.99)  -0.730
C (0.38, -0.27, 4.92)  -0.028
C (0.93, 1.37, 5.06)  -0.437
O (0.94, 0.26, 6.28)  -0.432
C (2.78, -0.98, 1.57)  -0.689
N (3.98, -0.50, 2.36)  -0.583
C (5.03, -1.34, 2.09)  0.075
S (6.22, -2.44, 1.53)  -0.317
N (2.59, -0.25, 0.23)  0.687
C (3.12, 1.16, 0.22)  -0.221
N (4.58, 1.06, -0.26)  -0.574
H (-1.90, 7.08, 2.94)  0.237
H (-0.92, 5.51, 2.34)  0.142
H (0.00, 7.05, 3.03)  0.303
H (-0.57, 8.46, 1.00)  0.314
H (-0.15, 6.82, 0.15)  0.226
H (-2.43, 8.33, -0.54)  0.246
H (-3.28, 7.72, 1.02)  0.289
H (-2.96, 6.36, -1.76)  0.285
H (-4.06, 5.91, -0.29)  0.185
H (-2.45, 4.31, 0.78)  0.181
H (-0.94, 4.81, -0.34)  0.179
H (-3.74, 3.43, -1.28)  0.282
H (-2.33, 4.10, -2.49)  0.262
H (-0.62, 2.54, -0.99)  -0.169
H (-2.15, 1.69, -0.30)  0.244
H (-2.18, 0.09, -2.06)  0.148
H (-2.77, 1.50, -3.17)  0.382
H (-0.72, 0.05, -4.14)  0.320
H (-0.49, 1.91, -4.30)  0.324
H (1.71, 0.89, -3.63)  0.259
H (1.10, 1.85, -2.13)  0.214
H (2.13, -1.02, -2.35)  0.419
H (0.27, -1.27, -2.33)  -0.058
H (0.49, 0.58, -0.01)  -0.077
H (1.10, -2.64, -0.08)  0.224
H (-0.58, -3.34, -1.72)  0.258
H (-2.35, -3.29, -1.04)  0.299
H (-1.12, -4.30, 1.41)  0.146
H (0.20, -4.81, 0.16)  0.199
H (-1.16, -6.78, 0.32)  0.295
H (-2.87, -5.82, 0.26)  0.293
H (-1.74, -6.07, -1.34)  0.127
H (0.90, 0.22, 2.42)  -0.087
H (1.03, -2.40, 4.17)  0.294
H (2.53, -1.14, 4.46)  0.335
H (-0.86, -0.46, 4.78)  0.292
H (2.02, 1.65, 4.74)  0.291
H (0.04, 2.14, 5.19)  0.253
H (3.02, -2.11, 1.27)  0.379
H (3.19, -0.80, -0.46)  0.651
H (2.59, 1.88, -0.55)  0.164
H (3.03, 1.71, 1.28)  0.273
H (5.08, 1.97, -0.11)  0.260
H (4.57, 0.84, -1.29)  0.234
O (-0.51, -8.62, -1.25)  -0.654
C (-0.20, -9.20, -2.41)  -0.319
C (-1.33, -8.86, -3.49)  -0.075
O (-1.03, -9.46, -4.66)  -0.732
H (-0.10, -10.30, -2.42)  0.211
H (0.75, -8.90, -2.88)  0.211
H (-1.42, -7.76, -3.50)  0.029
H (-2.29, -9.14, -3.02)  0.179


Record 5
The following is a DFT calculation (wB97M-V/def2-TZVPD) of a structure of composition C25H49LuNOP3 in a non-equilibrium geometry.

## Properties
net charge	+2
Kohn-Sham gap	7.17	eV
calculated total energy	-91731.210	eV

Each line ends with the Mulliken charge.
Cartesian coordinates (Å):
Lu (-0.61, 0.17, -0.16)  0.716
P (1.01, 1.00, -2.14)  0.704
P (-0.76, -1.40, 2.01)  0.742
N (-0.41, -1.64, -1.13)  0.170
C (0.94, -0.63, -3.04)  -0.803
H (0.73, -0.41, -4.10)  0.350
H (1.97, -1.03, -2.96)  0.527
C (-0.05, -1.73, -2.54)  -1.024
H (-0.98, -1.73, -3.17)  0.248
H (0.42, -2.71, -2.75)  0.438
C (-0.91, -2.87, -0.56)  -1.025
H (-0.34, -3.73, -0.97)  0.442
H (-1.96, -3.05, -0.90)  0.221
C (-0.80, -2.97, 1.00)  -0.795
H (0.15, -3.47, 1.25)  0.515
H (-1.63, -3.58, 1.38)  0.340
C (-2.53, -1.22, 2.62)  0.794
C (-2.78, 0.21, 3.12)  -1.352
H (-3.86, 0.42, 3.07)  0.434
H (-2.28, 0.99, 2.54)  0.214
H (-2.46, 0.32, 4.16)  0.374
C (0.38, -1.61, 3.43)  0.611
C (0.35, -0.36, 4.33)  -1.294
H (1.19, -0.41, 5.04)  0.486
H (-0.57, -0.32, 4.92)  0.255
H (0.46, 0.57, 3.77)  0.155
C (2.74, 1.61, -2.08)  0.624
C (2.82, 3.00, -1.42)  -1.374
H (3.87, 3.24, -1.21)  0.491
H (2.28, 3.04, -0.47)  0.166
H (2.42, 3.78, -2.09)  0.273
C (-0.04, 2.12, -3.21)  0.629
C (-0.49, 3.35, -2.41)  -1.397
H (-1.29, 3.86, -2.95)  0.475
H (0.35, 4.06, -2.29)  0.342
H (-0.88, 3.13, -1.40)  0.282
C (0.48, 1.77, 1.26)  0.088
C (0.20, -2.88, 4.26)  -1.383
H (-0.76, -2.88, 4.80)  0.229
H (0.26, -3.80, 3.66)  0.325
H (1.00, -2.93, 5.01)  0.473
C (3.51, 1.59, -3.41)  -1.400
H (4.55, 1.88, -3.21)  0.463
H (3.52, 0.61, -3.88)  0.328
H (3.10, 2.32, -4.12)  0.244
C (0.59, 2.55, -4.53)  -1.756
H (-0.17, 3.06, -5.13)  0.486
H (1.41, 3.26, -4.37)  0.322
H (0.97, 1.71, -5.13)  0.359
C (-2.96, -2.25, 3.66)  -1.735
H (-2.51, -2.05, 4.64)  0.346
H (-4.05, -2.17, 3.80)  0.461
H (-2.74, -3.29, 3.38)  0.349
H (-3.13, -1.39, 1.71)  -0.230
H (-0.93, 1.50, -3.44)  0.100
H (1.37, -1.66, 2.94)  0.446
H (3.23, 0.88, -1.40)  0.435
O (0.89, 2.62, 1.94)  -0.194
H (1.92, -1.23, 0.07)  0.075
H (2.04, -0.61, 0.50)  0.004
C (-4.48, -0.69, -0.50)  -1.501
P (-3.26, 0.59, -0.95)  1.091
C (-3.61, 0.93, -2.72)  -1.334
C (-4.04, 2.08, -0.18)  0.663
C (-5.42, 2.35, -0.26)  -0.716
C (-5.94, 3.47, 0.39)  -0.712
C (-5.10, 4.35, 1.08)  -0.584
C (-3.73, 4.10, 1.11)  -1.068
C (-3.20, 2.97, 0.50)  -0.150
H (-4.06, -1.69, -0.69)  0.414
H (-5.41, -0.58, -1.07)  0.558
H (-4.71, -0.64, 0.57)  0.431
H (-4.69, 0.92, -2.93)  0.513
H (-3.18, 1.90, -3.00)  0.299
H (-3.12, 0.17, -3.33)  0.429
H (-6.10, 1.69, -0.82)  0.297
H (-7.02, 3.67, 0.36)  0.413
H (-5.51, 5.21, 1.59)  0.421
H (-3.06, 4.80, 1.63)  0.439
H (-2.12, 2.79, 0.58)  0.307